Entry 1:
ORCA calculation (the ωB97M-V functional and the def2-TZVPD basis) on a cluster of 2 separate species, C5H11N5OS in total.

XYZ file:
```
23
C5H11N5OS (the ωB97M-V functional and the def2-TZVPD basis)
C -4.123 1.356 -0.264
C -5.004 0.461 0.309
C -3.012 0.535 -0.293
C 1.844 0.723 0.181
C 0.534 0.008 0.391
N -3.133 -0.663 0.155
N -0.565 -1.362 -1.736
N 1.831 2.023 0.000
N 2.957 0.034 0.169
N 0.616 -1.307 0.755
O -4.414 -0.716 0.551
S -0.425 0.239 -1.419
H -4.269 2.368 -0.580
H -6.041 0.569 0.572
H -0.109 0.585 1.056
H -0.569 -1.601 -2.723
H 0.983 2.573 0.024
H 2.692 2.547 -0.111
H 2.965 -0.950 0.408
H 3.858 0.483 0.058
H -0.187 -1.714 1.211
H 1.079 -1.961 0.135
H -1.274 -1.881 -1.218
```

Summary:
DFT total energy, eV: -25675.5412
Total charge: +2

How positive or negative is each atom? The Mulliken charges in e answer that:
1. C -0.521
2. C -0.220
3. C 0.447
4. C 0.567
5. C 0.047
6. N -0.146
7. N -0.395
8. N -0.352
9. N -0.300
10. N -0.618
11. O -0.159
12. S 0.241
13. H 0.378
14. H 0.447
15. H 0.490
16. H 0.316
17. H 0.227
18. H 0.236
19. H 0.225
20. H 0.245
21. H 0.284
22. H 0.257
23. H 0.305

Entry 2:
ORCA calculation (the ωB97M-V functional and the def2-TZVPD basis) on the ion C5H11NO with charge -1.

XYZ file:
```
18
C5H11NO (the ωB97M-V functional and the def2-TZVPD basis)
C 0.102 0.847 1.111
C -0.722 1.590 0.030
C -0.622 1.231 -1.403
C 0.304 1.705 -2.267
N -0.215 -0.592 1.064
C 0.825 -1.672 0.967
O 0.290 -2.830 0.263
H 1.184 1.155 0.966
H -0.244 1.054 2.086
H -0.444 2.673 0.260
H -1.918 1.404 0.533
H -1.598 0.871 -1.787
H 0.066 1.879 -3.270
H 1.324 1.956 -1.992
H -0.737 -0.767 0.305
H 1.206 -1.974 1.908
H 1.599 -1.058 0.299
H -0.578 -2.618 0.513
```

Summary:
Multiplicity: 2
DFT total energy, eV: -8896.4869
Total charge: -1

How positive or negative is each atom? The Mulliken charges in e answer that:
1. C -0.719
2. C -1.526
3. C -0.618
4. C -0.908
5. N -0.395
6. C -0.307
7. O -0.506
8. H 0.476
9. H 0.484
10. H 0.607
11. H 0.189
12. H 0.410
13. H 0.397
14. H 0.270
15. H 0.338
16. H 0.247
17. H 0.265
18. H 0.296

Entry 3:
ORCA calculation (the ωB97M-V functional and the def2-TZVPD basis) on a cluster of 2 separate species, C5H11NO in total.

XYZ file:
```
18
C5H11NO (the ωB97M-V functional and the def2-TZVPD basis)
C 1.103 0.685 -1.351
N -0.161 -2.044 -1.170
C 0.198 -1.276 -0.060
C 0.751 -0.053 -0.086
C 1.085 0.590 1.215
C 0.620 1.787 1.615
H 0.872 1.757 -1.254
H 0.486 0.380 -2.226
H 2.162 0.634 -1.597
H 0.090 -1.692 -2.079
H -0.144 -3.050 -1.045
H 0.016 -1.817 0.865
H 1.619 -0.018 1.926
H -0.034 2.391 1.021
H 0.904 2.278 2.548
H -1.908 0.082 0.182
H -3.124 0.566 -0.550
O -2.822 0.350 0.344
```

Summary:
Multiplicity: 2
DFT total energy, eV: -8898.6675
Total charge: -1

How positive or negative is each atom? The Mulliken charges in e answer that:
1. C -3.450
2. N -0.210
3. C -2.802
4. C 2.930
5. C -0.923
6. C -0.479
7. H 0.422
8. H 0.776
9. H 0.381
10. H 0.523
11. H 0.952
12. H 0.003
13. H 0.324
14. H 0.360
15. H 0.293
16. H 0.146
17. H 0.420
18. O -0.666

Entry 4:
ORCA calculation (the ωB97M-V functional and the def2-TZVPD basis) on a structure of composition C5H11NO.

XYZ file:
```
18
C5H11NO (the ωB97M-V functional and the def2-TZVPD basis)
C -0.159 -1.111 -1.289
C 1.314 -0.831 0.262
N 0.934 0.335 0.756
C 0.074 0.288 1.931
C 0.310 0.686 -0.745
O 1.102 1.183 -1.524
C -1.095 1.220 -0.493
H 0.570 -1.818 -1.704
H -0.675 -0.679 -2.153
H -0.872 -1.670 -0.674
H 2.065 -0.805 -0.518
H 1.144 -1.770 0.795
H 0.711 0.080 2.794
H -0.397 1.262 2.085
H -0.715 -0.481 1.875
H -1.543 1.339 -1.483
H -1.042 2.208 -0.022
H -1.727 0.567 0.108
```

Summary:
DFT total energy, eV: -8896.7568

How positive or negative is each atom? The Mulliken charges in e answer that:
1. C -1.229
2. C -0.706
3. N -0.025
4. C -0.976
5. C 0.848
6. O -0.667
7. C -1.284
8. H 0.365
9. H 0.427
10. H 0.302
11. H 0.476
12. H 0.357
13. H 0.342
14. H 0.308
15. H 0.380
16. H 0.386
17. H 0.365
18. H 0.331

Entry 5:
ORCA calculation (the ωB97M-V functional and the def2-TZVPD basis) on the molecule C5H11NO.

XYZ file:
```
18
C5H11NO (the ωB97M-V functional and the def2-TZVPD basis)
C 1.002 1.692 -0.679
C 1.099 0.170 -0.697
C -0.182 -0.527 -0.226
C -0.112 -2.041 -0.407
N -0.474 -0.195 1.162
C -1.605 0.446 1.552
O -2.480 0.843 0.806
H 0.203 2.038 -1.344
H 0.778 2.062 0.328
H 1.941 2.152 -1.005
H 1.328 -0.179 -1.712
H 1.935 -0.164 -0.064
H -1.032 -0.131 -0.791
H 0.057 -2.297 -1.458
H 0.713 -2.468 0.179
H -1.044 -2.513 -0.081
H 0.174 -0.502 1.875
H -1.656 0.579 2.650
```

Summary:
DFT total energy, eV: -8901.5077
Structure (SMILES): CC[C@@H](C)NC=O

How positive or negative is each atom? The Mulliken charges in e answer that:
1. C -1.170
2. C -0.572
3. C 0.420
4. C -1.542
5. N -0.102
6. C -0.039
7. O -0.551
8. H 0.301
9. H 0.274
10. H 0.384
11. H 0.312
12. H 0.320
13. H 0.282
14. H 0.377
15. H 0.337
16. H 0.378
17. H 0.258
18. H 0.333

Entry 6:
ORCA calculation (the ωB97M-V functional and the def2-TZVPD basis) on a cluster of 2 separate species, C5H11NO in total.

XYZ file:
```
18
C5H11NO (the ωB97M-V functional and the def2-TZVPD basis)
C 1.956 1.588 0.400
C 0.952 0.691 -0.282
N -0.294 0.618 -0.058
C -0.920 1.447 0.951
H 1.936 1.465 1.487
H 2.967 1.368 0.057
H 1.766 2.648 0.198
H 1.327 0.019 -1.063
H -1.241 0.812 1.787
H -0.296 2.257 1.349
H -1.829 1.883 0.526
C -0.882 -2.454 -0.212
C -0.922 -1.648 -1.481
O 0.000 -1.601 -2.263
H -1.531 -3.331 -0.305
H 0.138 -2.782 -0.003
H -1.245 -1.842 0.614
H -1.881 -1.137 -1.702
```

Summary:
DFT total energy, eV: -8899.8873
Structure (SMILES): C/C=N\C.CC=O

How positive or negative is each atom? The Mulliken charges in e answer that:
1. C -1.284
2. C 0.277
3. N -0.244
4. C -0.979
5. H 0.327
6. H 0.314
7. H 0.340
8. H 0.348
9. H 0.281
10. H 0.304
11. H 0.320
12. C -0.819
13. C 0.256
14. O -0.515
15. H 0.348
16. H 0.253
17. H 0.188
18. H 0.285

Maximum force
In order: 2.1 4.8 1.3 0.4 0.3 0.4
Unit: eV/Å